(1)
Density functional theory data (ωB97M-V with the def2-TZVPD basis set) for 11 unconnected molecules or ions with the total composition C14H50F6N2O10P.

Values from the calculation:
LUMO energy   2.480 eV
Total charge   -1
Highest occupied orbital energy   -6.46 eV

Geometry as XYZ:
```
83
C14H50F6N2O10P, DFT ωB97M-V with the def2-TZVPD basis set
P 0.00 -0.15 0.10
F 0.91 -1.04 -0.93
F -1.38 -0.88 -0.30
F 0.29 -1.25 1.27
F -0.83 0.81 1.13
F 1.28 0.65 0.58
F -0.36 1.00 -1.09
C 0.29 -3.98 -0.80
C -0.94 -4.49 0.03
O -1.27 -3.58 1.10
H 1.12 -3.73 -0.15
H -0.06 -3.03 -1.22
H 0.52 -4.72 -1.57
H -0.67 -5.47 0.42
H -1.78 -4.51 -0.68
H -1.36 -2.68 0.78
C -3.84 -1.22 -2.79
C -4.10 -2.43 -1.95
O -5.39 -2.83 -2.47
H -3.77 -1.42 -3.85
H -2.92 -0.74 -2.46
H -4.66 -0.51 -2.67
H -4.32 -2.21 -0.90
H -3.32 -3.19 -2.00
H -5.20 -3.17 -3.35
C 2.61 4.63 0.50
C 1.40 4.11 1.19
O 0.39 5.04 0.84
H 2.38 4.42 -0.55
H 3.46 4.00 0.78
H 2.77 5.69 0.69
H 1.52 4.01 2.27
H 1.05 3.14 0.85
H 0.02 4.79 -0.01
C -0.78 -1.95 -4.72
C 0.26 -0.89 -5.17
C -0.29 0.46 -4.74
O 0.70 1.48 -4.89
C 0.36 2.65 -4.13
N 1.51 -1.25 -4.50
H -0.76 -2.08 -3.64
H -0.48 -2.84 -5.27
H -1.84 -1.72 -4.83
H 0.34 -1.02 -6.25
H -0.41 0.53 -3.66
H -1.23 0.80 -5.20
H 0.54 2.61 -3.06
H -0.69 2.95 -4.23
H 0.94 3.48 -4.53
H 2.18 -0.55 -4.78
H 1.38 -1.10 -3.51
C 3.47 0.25 3.40
C 2.48 -0.09 4.55
C 1.29 0.87 4.51
O 0.43 0.67 5.66
C -0.34 1.76 5.99
N 1.96 -1.48 4.53
H 3.86 1.27 3.47
H 2.96 0.09 2.45
H 4.34 -0.40 3.44
H 3.04 0.10 5.47
H 0.60 0.68 3.69
H 1.55 1.93 4.40
H -1.02 2.10 5.21
H 0.34 2.61 6.10
H -0.95 1.57 6.88
H 1.95 -1.69 3.54
H 2.79 -1.98 4.82
O 3.77 0.92 -0.02
H 2.83 0.89 0.15
H 3.84 0.98 -0.97
O 0.31 -3.55 3.43
H 1.12 -3.99 3.19
H -0.13 -3.37 2.59
O -2.65 2.17 -1.96
H -2.72 1.91 -2.88
H -1.84 1.75 -1.66
O -1.50 3.04 1.82
H -0.90 2.32 1.63
H -0.98 3.83 1.67
O -1.64 -0.75 3.40
H -1.26 -0.49 2.55
H -2.57 -0.55 3.31
```

Löwdin population analysis, charges in e, atoms 1 to 5: P 0.27; F -0.15; F -0.13; F -0.14; F -0.17

***

(2)
Density functional theory data (ωB97M-V with the def2-TZVPD basis set) for 11 unconnected molecules or ions with the total composition C14H50N14O11.

Values from the calculation:
LUMO energy   -0.969 eV
Highest occupied orbital energy   -7.88 eV
SMILES string   NC(N)=O.NC(N)=O.NC(N)=O.NC(N)=O.NC(N)=O.NC(N)=O.NC(N)=O.CCO.CCO.CCO.CO

Geometry as XYZ:
```
89
C14H50N14O11, DFT ωB97M-V with the def2-TZVPD basis set
N -4.13 -0.56 1.98
C -3.70 0.54 1.59
N -3.78 1.50 2.46
O -3.20 0.76 0.32
H -4.02 -1.19 1.17
H -4.64 -0.79 2.81
H -3.58 2.50 2.10
H -4.15 1.38 3.38
N 4.04 2.42 -2.41
C 3.54 1.31 -2.81
N 2.23 1.19 -2.72
O 4.27 0.26 -3.30
H 5.06 2.52 -2.49
H 3.53 3.29 -2.21
H 1.76 0.31 -3.07
H 1.57 1.83 -2.34
N 1.74 -1.96 -1.86
C 1.72 -1.68 -3.13
N 0.82 -0.85 -3.48
O 2.50 -2.26 -4.05
H 2.44 -2.66 -1.61
H 1.36 -1.46 -1.06
H 0.63 -0.90 -4.51
H 0.09 -0.50 -2.76
N -1.88 -4.71 1.98
C -2.29 -3.46 1.85
N -2.79 -2.92 2.89
O -2.38 -2.89 0.58
H -1.52 -5.03 1.03
H -1.65 -5.04 2.89
H -3.28 -2.04 2.80
H -2.83 -3.37 3.81
N 1.17 0.28 -0.30
C -0.09 0.05 -0.54
N -0.71 -0.50 0.44
O -0.72 0.32 -1.75
H 1.74 0.69 -1.06
H 1.37 0.38 0.75
H -1.67 -0.79 0.29
H -0.27 -0.94 1.24
N -0.76 1.36 2.25
C 0.36 1.57 2.84
N 0.33 2.28 3.96
O 1.52 1.11 2.33
H -0.84 0.62 1.51
H -1.68 1.68 2.56
H 1.05 2.21 4.64
H -0.55 2.55 4.40
N -3.83 3.79 -2.71
C -3.51 2.60 -2.39
N -2.37 2.56 -1.81
O -4.34 1.48 -2.69
H -4.73 4.02 -3.02
H -3.25 4.63 -2.55
H -2.16 1.53 -1.53
H -2.11 3.21 -0.97
C 4.49 -0.68 0.84
C 4.49 0.73 0.35
O 5.02 1.62 1.26
H 4.09 -1.20 -0.03
H 3.87 -0.80 1.72
H 5.50 -0.92 1.07
H 3.48 1.01 0.10
H 5.07 0.95 -0.57
H 5.28 2.39 0.80
C 1.68 -3.00 1.41
C 1.11 -2.70 2.84
O 0.02 -1.84 2.76
H 0.98 -3.53 0.75
H 2.54 -3.68 1.53
H 1.85 -2.12 0.87
H 1.88 -2.28 3.47
H 0.67 -3.53 3.29
H -0.66 -2.16 3.40
C -3.38 -1.64 -1.97
C -3.06 -1.26 -3.43
O -2.14 -2.13 -3.98
H -3.73 -2.66 -1.80
H -4.15 -1.07 -1.53
H -2.43 -1.54 -1.44
H -2.57 -0.30 -3.51
H -3.95 -1.10 -4.08
H -1.59 -2.50 -3.26
C 2.41 3.61 0.63
O 2.50 5.00 0.86
H 2.86 3.32 -0.29
H 1.42 3.24 0.66
H 3.02 3.08 1.39
H 1.99 5.47 0.17
```

Löwdin population analysis, charges in e, atoms 1 to 5: N 0.18; C -0.64; N 0.14; O -0.06; H 0.14

***

(3)
Density functional theory data (ωB97M-V with the def2-TZVPD basis set) for 11 unconnected molecules or ions with the total composition C14H50O14.

Values from the calculation:
LUMO energy   0.120 eV
Highest occupied orbital energy   -9.50 eV
SMILES string   OCCO.OCCO.OCCO.CO.CO.CO.CO.CO.CO.CO.CO

Geometry as XYZ:
```
78
C14H50O14, DFT ωB97M-V with the def2-TZVPD basis set
O 3.09 4.13 0.42
C 2.05 3.18 0.71
C 0.79 3.90 1.16
O 0.96 4.53 2.45
H 3.09 4.19 -0.53
H 1.84 2.57 -0.17
H 2.42 2.53 1.52
H -0.08 3.23 1.19
H 0.59 4.69 0.46
H 1.32 3.87 3.05
O -1.50 2.17 4.57
C -1.64 1.32 3.46
C -0.51 0.33 3.65
O 0.83 0.91 3.55
H -1.81 3.06 4.38
H -2.67 0.96 3.44
H -1.42 1.81 2.49
H -0.56 -0.44 2.88
H -0.57 -0.12 4.65
H 1.00 1.34 4.40
O -0.58 0.77 -0.88
C 0.68 0.16 -0.37
C 0.59 -1.32 -0.41
O -0.28 -1.75 0.70
H -1.28 0.63 -0.22
H 1.47 0.45 -1.07
H 0.93 0.52 0.63
H 1.61 -1.70 -0.33
H 0.15 -1.69 -1.35
H -0.01 -2.66 0.92
C 2.90 -4.42 -0.98
O 3.56 -3.13 -0.99
H 1.91 -4.23 -1.42
H 3.45 -5.07 -1.70
H 2.80 -4.86 0.03
H 4.36 -3.17 -0.46
C -3.66 1.66 0.46
O -2.84 0.49 0.69
H -4.13 1.70 -0.52
H -4.42 1.65 1.24
H -3.00 2.52 0.59
H -3.32 -0.33 0.50
C 3.86 0.07 -2.20
O 2.91 -0.87 -2.67
H 4.92 -0.23 -2.28
H 3.69 1.00 -2.77
H 3.66 0.32 -1.15
H 3.10 -1.69 -2.19
C -2.81 -2.46 -2.06
O -4.16 -2.01 -2.03
H -2.29 -2.29 -3.02
H -2.30 -1.89 -1.30
H -2.74 -3.53 -1.81
H -4.58 -2.36 -2.82
C 3.21 -1.45 2.60
O 3.11 -0.09 2.18
H 2.79 -1.60 3.59
H 2.67 -2.10 1.89
H 4.26 -1.74 2.59
H 2.30 0.28 2.57
C -1.00 4.13 -2.22
O 0.02 3.15 -2.33
H -1.77 3.87 -1.48
H -0.51 5.08 -1.96
H -1.45 4.28 -3.20
H -0.26 2.32 -1.89
C -1.71 -4.76 0.91
O -0.46 -4.54 0.25
H -1.97 -3.79 1.32
H -2.52 -5.04 0.24
H -1.62 -5.48 1.74
H -0.16 -5.41 -0.01
C -2.46 0.90 -4.08
O -3.72 0.68 -3.46
H -1.58 0.70 -3.45
H -2.39 0.32 -5.01
H -2.42 1.95 -4.37
H -3.75 -0.12 -2.92
```

Löwdin population analysis, charges in e, atoms 1 to 5: O -0.06; C -0.22; C -0.22; O -0.07; H 0.07